# 1
{"formula": "C2H8N2O2S", "method": "ωB97M-V/def2-TZVPD", "species": ["C", "C", "N", "N", "O", "O", "S", "H", "H", "H", "H", "H", "H", "H", "H"], "xyz": [[-2.8306, 0.1450, 0.2590], [2.3689, -1.3267, 0.0948], [1.5914, 1.0927, -0.7141], [-2.4665, 0.8476, -0.9116], [0.1768, -0.2376, 1.1832], [-1.3937, 1.3660, -1.0740], [0.7608, -0.4049, -0.1615], [-1.9536, -0.2919, 1.0113], [-3.4605, 0.8842, 0.8078], [-3.6379, -0.6645, 0.0175], [2.5894, -1.2106, 1.1352], [2.1733, -2.3177, -0.1456], [3.0238, -0.9367, -0.6622], [2.1406, 1.2890, 0.1428], [0.9176, 1.7659, -0.9827]], "forces_ev_per_angstrom": [[-1.7, -2.0, 3.0], [-1.5, 2.0, -0.5], [0.7, -3.2, 1.8], [-0.1, -0.8, -0.6], [0.2, 0.1, 0.3], [1.3, 1.0, -0.5], [1.2, 0.7, -1.2], [-2.0, 1.3, -2.5], [0.5, -0.5, 0.3], [1.8, 1.2, 0.2], [0.6, 0.2, 0.5], [-0.5, -1.9, -0.2], [0.7, 0.3, 0.2], [-0.5, 0.8, -0.9], [-0.8, 0.9, 0.2]], "energy_ev": -20109.185, "homo_ev": [-7.960, -9.321], "multiplicity": 3, "de_lowest_kcal_mol": 18.1}

# 2
{"formula": "C2H8N2O2S2", "method": "ωB97M-V/def2-TZVPD", "species": ["C", "C", "N", "N", "O", "O", "S", "S", "H", "H", "H", "H", "H", "H", "H", "H"], "xyz": [[-2.3929, -0.3338, 0.5271], [-1.4095, 0.7974, 0.7722], [4.3043, -0.6783, 1.0234], [0.1102, -0.1955, -1.4723], [-1.8285, 1.9926, 0.1450], [3.2077, -0.2292, -1.1854], [3.7549, 0.3146, 0.0172], [0.3102, 0.2525, 0.2283], [-2.4392, -0.6537, -0.6094], [-2.0845, -1.2433, 1.0661], [-3.4050, -0.0621, 1.0192], [-1.2953, 1.1138, 1.7497], [4.2084, -1.7596, 0.8977], [-1.9866, 1.9735, -0.8169], [-0.1431, -1.1303, -1.4677], [1.0889, -0.1584, -1.8942]], "forces_ev_per_angstrom": [[-1.2, -0.8, -0.1], [0.1, -0.4, -4.2], [-0.4, -1.2, -0.2], [1.7, 2.4, 0.3], [-0.2, 0.6, -0.1], [-0.7, -0.2, -1.5], [1.0, -1.2, 1.8], [-0.2, 0.0, -0.1], [-0.2, 1.0, 2.3], [0.1, 0.3, -0.2], [1.4, -0.3, -1.4], [0.4, 0.0, 2.2], [0.1, 2.6, -0.1], [0.3, -0.7, 0.6], [-0.5, -2.3, -0.2], [-1.7, 0.2, 0.8]], "energy_ev": -30947.348, "homo_ev": -8.577, "multiplicity": 1, "de_lowest_kcal_mol": 18.4}

# 3
{"formula": "C2H8N2O4PS3", "method": "ωB97M-V/def2-TZVPD", "species": ["C", "C", "N", "S", "O", "O", "N", "S", "O", "O", "P", "S", "H", "H", "H", "H", "H", "H", "H", "H"], "xyz": [[1.1262, -1.0157, 2.0594], [0.3868, 0.3287, 2.0479], [-0.1469, 0.6674, 0.7219], [-1.6087, -0.0564, 0.3086], [-2.6161, 0.3652, 1.2474], [-1.3265, -1.4635, 0.2282], [-1.8895, 0.6600, -1.0715], [-1.1536, 0.3036, -2.4043], [-1.4991, -0.9816, -2.9534], [-1.2080, 1.4633, -3.2718], [1.0367, 0.1660, -2.1765], [1.9949, -1.4124, -1.5843], [0.9980, -1.5206, 1.1029], [0.7407, -1.6751, 2.8389], [2.1958, -0.8757, 2.2321], [-0.4164, 0.3446, 2.7943], [1.0747, 1.1375, 2.3041], [-0.2897, 1.6656, 0.6129], [1.3421, 1.3693, -1.5210], [1.2585, 0.5298, -3.5159]], "forces_ev_per_angstrom": [[0.0, 0.0, 0.0], [0.0, 0.0, 0.1], [0.0, 0.1, -0.2], [0.1, -0.2, 0.0], [0.0, 0.0, 0.0], [-0.1, 0.0, 0.1], [-0.1, 0.4, 0.2], [0.3, -0.2, -0.2], [-0.1, 0.1, -0.1], [-0.1, -0.1, 0.0], [-0.1, -0.1, 0.1], [0.0, 0.1, -0.1], [0.0, 0.0, 0.1], [0.0, 0.0, 0.0], [0.0, 0.0, 0.0], [0.0, 0.0, 0.0], [0.0, 0.0, 0.0], [0.0, 0.0, 0.1], [0.0, 0.0, 0.0], [0.0, 0.0, 0.0]], "charge": -1, "energy_ev": -55169.725, "homo_ev": -5.444, "multiplicity": 1}

# 4
{"formula": "C2H8N2OP", "method": "ωB97M-V/def2-TZVPD", "species": ["C", "C", "N", "N", "O", "P", "H", "H", "H", "H", "H", "H", "H", "H"], "xyz": [[-0.9048, 0.8959, -0.0162], [-0.2371, -0.7918, 1.4321], [1.6727, 0.1963, -0.6431], [-0.6216, -0.4904, 0.0397], [1.2242, 0.3898, -2.0898], [0.4020, -0.8401, -1.2095], [-1.2608, 1.2185, -0.9409], [-1.7481, 1.0124, 0.6843], [-0.1207, 1.5457, 0.3591], [0.4231, -1.6282, 1.1891], [0.2531, 0.1286, 1.8108], [-0.9640, -1.0255, 2.1775], [-0.7864, -0.6767, -2.0398], [2.6684, 0.0656, -0.7532]], "forces_ev_per_angstrom": [[-2.3, 0.8, 2.1], [2.1, 0.2, -1.9], [1.4, 0.4, -0.7], [-1.1, -0.2, 1.5], [-0.9, -0.4, 1.1], [0.3, 0.8, -1.0], [-0.4, 0.6, -1.9], [0.0, 0.5, -0.1], [0.5, 0.0, -0.2], [0.5, -0.2, 1.6], [0.5, -0.8, 0.2], [-1.2, -0.4, 0.0], [0.4, -0.8, -0.9], [0.3, -0.7, 0.2]], "charge": -1, "energy_ev": -16513.465, "homo_ev": [1.448, -5.385], "multiplicity": 3, "de_lowest_kcal_mol": 17.2}

# 5
{"formula": "C2H8N2PS", "method": "ωB97M-V/def2-TZVPD", "species": ["C", "C", "N", "N", "P", "S", "H", "H", "H", "H", "H", "H", "H", "H"], "xyz": [[-2.0691, 1.8647, 0.2666], [-0.5908, -0.2846, -0.0879], [1.5989, 0.9115, -0.2097], [0.0125, -1.4690, 0.0353], [2.3720, -0.2709, 0.4953], [-1.5088, 0.3077, 1.0862], [-1.1543, 2.2279, -0.2537], [-2.5697, 2.6415, 0.9242], [-2.8713, 1.5629, -0.4693], [-0.3935, 0.2175, -1.0185], [-0.1420, -1.9853, 0.8650], [1.8226, 1.8191, -0.3996], [0.5673, -1.8838, -0.6780], [3.6656, 0.2975, 0.8456]], "forces_ev_per_angstrom": [[-0.8, 0.1, -0.9], [2.0, -2.4, -2.2], [-0.6, -4.2, 1.2], [-1.7, 1.4, -0.1], [1.0, 2.0, -0.3], [-2.0, 1.7, 2.0], [-0.9, 0.2, 0.4], [1.1, -1.2, -0.3], [1.0, 0.3, 0.6], [-0.4, 0.1, -0.1], [0.0, -0.8, 0.7], [1.4, 2.8, -0.4], [0.2, -0.1, -0.6], [-0.3, -0.1, -0.2]], "charge": 1, "energy_ev": -25299.216, "homo_ev": -13.548, "multiplicity": 1, "de_lowest_kcal_mol": 49.9}

# 6
{"formula": "C2H8N2S", "method": "ωB97M-V/def2-TZVPD", "species": ["C", "S", "H", "H", "H", "N", "C", "N", "H", "H", "H", "H", "H"], "xyz": [[-1.9078, 0.6876, -0.4128], [-0.3441, 1.3255, -1.0690], [-2.0969, -0.4271, -0.5597], [-2.6795, 1.2490, -0.9236], [-2.1863, 0.7119, 0.6624], [1.5443, -0.0742, 0.6312], [1.3127, -1.3449, 0.8798], [0.0704, -1.8709, 1.1010], [0.7117, 0.7402, 0.0961], [2.4609, 0.3387, 0.7379], [2.1360, -2.0824, 0.6391], [0.1087, -2.8542, 0.7576], [-0.6813, -1.3243, 0.7664]], "forces_ev_per_angstrom": [[-0.8, -1.7, 0.6], [0.4, -0.1, 0.9], [0.3, 1.1, -0.7], [-0.3, -0.2, -0.1], [0.8, 0.9, -0.2], [-0.8, -1.4, 1.8], [1.3, 1.6, -1.8], [2.5, -1.8, -0.8], [-0.9, -0.2, -0.8], [0.3, -0.7, -0.4], [-0.8, 0.6, 1.2], [-0.8, 1.1, 0.6], [-1.1, 0.7, -0.2]], "energy_ev": -16017.531, "homo_ev": -7.326, "multiplicity": 1, "de_lowest_kcal_mol": 29.2}

# 7
{"formula": "C2H8N2S2", "method": "ωB97M-V/def2-TZVPD", "species": ["C", "S", "S", "H", "H", "H", "H", "N", "C", "N", "H", "H", "H", "H"], "xyz": [[2.0851, 1.6637, 0.0700], [1.6353, 0.0223, -0.6933], [1.4566, -1.0645, 1.0368], [1.3078, 2.1728, 0.6214], [2.9786, 1.3195, 0.5833], [2.3832, 2.2807, -0.7723], [0.2889, -0.6175, 1.5316], [-3.8378, 0.2760, -0.7812], [-2.5907, -0.2963, -0.5411], [-1.9180, -0.0848, 0.5023], [-4.2250, 1.0289, -0.2209], [-4.4751, 0.0196, -1.5178], [-2.0792, -0.5924, -1.4539], [-2.2454, 0.5774, 1.1966]], "forces_ev_per_angstrom": [[0.7, -1.3, -1.3], [-0.7, 0.8, 0.6], [0.4, -0.3, 0.1], [-0.1, -0.4, 0.3], [-0.1, 0.9, 0.7], [0.1, 0.2, -0.1], [-0.2, 0.0, -0.4], [-0.6, 0.2, -0.2], [-1.0, 2.6, -0.1], [1.6, -0.3, 0.1], [0.5, -0.5, 0.2], [0.6, -0.3, -0.2], [-0.2, -1.2, 0.2], [-0.9, -0.4, 0.0]], "smiles": "[H]/N=C\\N.CSS", "energy_ev": -26853.593, "homo_ev": -8.420, "multiplicity": 1, "de_lowest_kcal_mol": 19.6}

# 8
{"formula": "C2H8N3O", "method": "ωB97M-V/def2-TZVPD", "species": ["C", "N", "O", "H", "H", "H", "N", "C", "N", "H", "H", "H", "H", "H"], "xyz": [[-2.0916, -1.2225, -0.4540], [-2.9909, -1.0054, -1.4655], [-1.2117, -0.4414, -0.0781], [-2.1261, -2.1828, -0.0406], [-3.2176, -1.7257, -2.0669], [-3.1782, -0.0529, -1.7255], [1.4824, 0.6797, -0.3803], [2.3916, 0.8420, 0.5481], [2.3888, 0.9879, 1.9093], [0.4670, 0.6454, -0.3642], [1.7016, 1.1991, -1.2435], [3.4272, 1.1829, 0.2632], [3.0960, 1.5699, 2.3658], [1.5608, 0.5431, 2.4277]], "forces_ev_per_angstrom": [[1.0, 1.7, -1.6], [1.3, 1.8, 2.5], [-1.1, 0.0, -0.1], [-0.2, -1.8, 0.6], [-0.9, -1.6, -1.1], [0.2, 0.0, -0.4], [0.4, 1.1, -0.8], [2.3, 3.1, 2.2], [-3.3, -2.5, -1.5], [-0.4, -0.8, 1.3], [0.6, -1.0, 0.3], [-1.3, -0.6, -0.8], [-0.3, -0.9, -0.2], [1.8, 1.5, -0.6]], "charge": 1, "energy_ev": -8714.842, "homo_ev": -13.745, "multiplicity": 1, "de_lowest_kcal_mol": 37.7}

Please write out number 2 again, unchanged.
{"formula": "C2H8N2O2S2", "method": "ωB97M-V/def2-TZVPD", "species": ["C", "C", "N", "N", "O", "O", "S", "S", "H", "H", "H", "H", "H", "H", "H", "H"], "xyz": [[-2.3929, -0.3338, 0.5271], [-1.4095, 0.7974, 0.7722], [4.3043, -0.6783, 1.0234], [0.1102, -0.1955, -1.4723], [-1.8285, 1.9926, 0.1450], [3.2077, -0.2292, -1.1854], [3.7549, 0.3146, 0.0172], [0.3102, 0.2525, 0.2283], [-2.4392, -0.6537, -0.6094], [-2.0845, -1.2433, 1.0661], [-3.4050, -0.0621, 1.0192], [-1.2953, 1.1138, 1.7497], [4.2084, -1.7596, 0.8977], [-1.9866, 1.9735, -0.8169], [-0.1431, -1.1303, -1.4677], [1.0889, -0.1584, -1.8942]], "forces_ev_per_angstrom": [[-1.2, -0.8, -0.1], [0.1, -0.4, -4.2], [-0.4, -1.2, -0.2], [1.7, 2.4, 0.3], [-0.2, 0.6, -0.1], [-0.7, -0.2, -1.5], [1.0, -1.2, 1.8], [-0.2, 0.0, -0.1], [-0.2, 1.0, 2.3], [0.1, 0.3, -0.2], [1.4, -0.3, -1.4], [0.4, 0.0, 2.2], [0.1, 2.6, -0.1], [0.3, -0.7, 0.6], [-0.5, -2.3, -0.2], [-1.7, 0.2, 0.8]], "energy_ev": -30947.348, "homo_ev": -8.577, "multiplicity": 1, "de_lowest_kcal_mol": 18.4}